Version one
153
Properties=species:S:1:pos:R:3:lowdin_charge:R:1 method="wB97M-V/def2-TZVPD" smiles=COC[C@H](C)N.COC[C@H](C)N.COC[C@H](C)N.COC[C@H](C)N.COC[C@H](C)N.COC[C@H](C)N.COC[C@H](C)N.COC[C@H](C)N.COC[C@H](C)N homo_ev=-8.42 gap_ev=8.9
C 4.39 -1.85 -4.83 -0.139
O 4.99 -0.64 -4.49 -0.185
C 4.80 -0.30 -3.11 -0.181
C 5.61 1.00 -2.93 -0.433
C 7.11 0.73 -3.13 -0.057
N 5.40 1.45 -1.58 0.026
H 4.64 -2.20 -5.82 0.088
H 3.32 -1.68 -4.82 0.081
H 4.66 -2.67 -4.16 0.086
H 3.74 -0.17 -2.89 0.098
H 5.16 -1.07 -2.43 0.125
H 5.17 1.78 -3.54 0.141
H 7.37 0.26 -4.07 0.072
H 7.48 0.06 -2.35 0.077
H 7.67 1.66 -3.02 0.074
H 5.87 2.33 -1.48 0.075
H 5.78 0.82 -0.89 0.072
C 0.17 -5.33 0.93 -0.066
O 0.87 -5.30 2.24 -0.184
C 1.28 -3.95 2.54 -0.175
C 2.53 -3.51 1.69 -0.454
C 3.75 -4.34 2.07 -0.057
N 2.88 -2.11 1.76 0.044
H -0.62 -4.58 0.96 0.073
H -0.33 -6.28 0.82 0.080
H 0.82 -5.13 0.07 0.071
H 0.45 -3.24 2.53 0.111
H 1.64 -3.94 3.57 0.116
H 2.34 -3.65 0.62 0.100
H 3.67 -5.37 1.72 0.077
H 3.83 -4.29 3.16 0.080
H 4.61 -3.89 1.57 0.069
H 2.10 -1.52 1.50 0.034
H 3.72 -1.86 1.25 0.066
C 0.51 -4.77 -3.62 -0.086
O -0.46 -4.99 -2.60 -0.230
C -1.63 -5.63 -3.07 -0.199
C -2.55 -5.92 -1.91 -0.421
C -3.81 -6.66 -2.36 -0.067
N -2.99 -4.71 -1.19 0.063
H 0.89 -5.73 -3.97 0.091
H 1.41 -4.30 -3.23 0.083
H 0.18 -4.20 -4.48 0.083
H -2.11 -4.93 -3.76 0.130
H -1.44 -6.54 -3.63 0.130
H -1.95 -6.53 -1.24 0.134
H -3.57 -7.60 -2.86 0.072
H -4.46 -6.13 -3.05 0.077
H -4.42 -6.90 -1.49 0.077
H -2.12 -4.24 -1.01 0.005
H -3.47 -4.13 -1.86 0.060
C 1.88 2.44 -2.23 -0.100
O 0.67 3.14 -2.51 -0.183
C -0.51 2.41 -2.22 -0.194
C -1.62 3.44 -2.06 -0.420
C -1.60 4.18 -0.78 -0.082
N -2.91 2.76 -2.29 0.055
H 2.73 3.08 -2.47 0.083
H 1.95 1.58 -2.91 0.072
H 1.96 2.15 -1.19 0.080
H -0.75 1.75 -3.06 0.122
H -0.41 1.87 -1.28 0.100
H -1.48 4.24 -2.80 0.140
H -1.71 3.58 0.13 0.064
H -2.39 4.92 -0.69 0.080
H -0.70 4.75 -0.54 0.068
H -3.72 3.35 -2.13 0.069
H -2.96 1.99 -1.64 0.036
C -1.35 4.63 3.29 -0.088
O -0.41 3.71 3.86 -0.234
C -0.85 2.98 5.01 -0.159
C 0.33 2.55 5.99 -0.415
C 1.58 1.83 5.43 -0.046
N -0.19 1.69 7.05 0.022
H -2.29 4.10 3.14 0.078
H -0.98 5.04 2.35 0.076
H -1.63 5.41 4.00 0.092
H -1.57 3.49 5.65 0.122
H -1.30 2.07 4.60 0.097
H 0.63 3.51 6.40 0.126
H 2.34 1.63 6.18 0.077
H 2.04 2.44 4.65 0.062
H 1.29 0.94 4.86 0.065
H 0.63 1.67 7.63 0.064
H -0.83 2.19 7.66 0.067
C -5.06 -2.70 0.85 -0.084
O -5.35 -1.34 1.25 -0.222
C -4.62 -0.86 2.39 -0.204
C -4.85 0.60 2.77 -0.375
C -4.66 1.65 1.65 -0.060
N -3.85 1.04 3.78 0.035
H -3.99 -2.81 0.65 0.067
H -5.68 -2.88 -0.02 0.087
H -5.36 -3.47 1.56 0.088
H -4.78 -1.49 3.27 0.124
H -3.57 -1.04 2.20 0.103
H -5.88 0.62 3.13 0.138
H -5.56 1.55 1.05 0.064
H -3.71 1.60 1.12 0.063
H -4.62 2.68 2.01 0.064
H -4.00 0.83 4.75 0.071
H -2.98 0.56 3.56 0.041
C -1.97 -1.61 -4.80 -0.065
O -2.68 -1.70 -3.53 -0.235
C -3.69 -0.68 -3.44 -0.180
C -4.39 -0.86 -2.11 -0.420
C -5.49 0.16 -1.89 -0.052
N -3.47 -0.58 -1.01 0.088
H -1.76 -0.57 -5.08 0.087
H -2.49 -2.05 -5.65 0.084
H -1.06 -2.19 -4.66 0.066
H -3.18 0.27 -3.50 0.109
H -4.43 -0.81 -4.23 0.133
H -4.82 -1.86 -2.07 0.125
H -5.94 0.26 -0.90 0.066
H -6.31 -0.18 -2.52 0.077
H -5.17 1.12 -2.31 0.069
H -3.92 -0.73 -0.12 0.029
H -2.82 -1.35 -0.96 0.023
C 0.04 0.86 1.93 -0.062
O 0.39 -0.33 1.21 -0.215
C -0.58 -0.74 0.22 -0.136
C 0.02 -1.91 -0.78 -0.300
C 1.05 -1.32 -1.80 -0.046
N -1.02 -2.73 -1.42 0.043
H -0.92 0.76 2.44 0.073
H 0.15 1.81 1.39 0.070
H 0.76 0.95 2.75 0.071
H -1.48 -1.18 0.65 0.093
H -0.86 0.13 -0.39 0.084
H 0.59 -2.59 -0.13 0.089
H 1.79 -0.64 -1.37 0.059
H 0.55 -0.74 -2.58 0.062
H 1.64 -2.05 -2.36 0.050
H -0.72 -3.45 -2.06 0.027
H -1.53 -2.13 -2.04 0.038
C 6.25 6.44 1.66 -0.088
O 5.07 5.59 1.54 -0.198
C 3.89 6.11 2.10 -0.225
C 2.77 5.12 2.31 -0.411
C 2.27 4.48 1.02 -0.061
N 1.67 5.81 3.05 0.064
H 6.52 6.66 2.69 0.077
H 6.19 7.39 1.12 0.083
H 7.16 5.93 1.36 0.079
H 4.25 6.39 3.09 0.119
H 3.61 6.97 1.49 0.131
H 3.13 4.28 2.91 0.134
H 1.61 3.65 1.27 0.061
H 3.16 4.06 0.54 0.076
H 1.78 5.10 0.28 0.080
H 0.95 5.14 3.27 0.012
H 1.20 6.20 2.25 0.054


Version two
153
Properties=species:S:1:pos:R:3:lowdin_charge:R:1 method="wB97M-V/def2-TZVPD" smiles=COC[C@H](C)N.COC[C@H](C)N.COC[C@H](C)N.COC[C@H](C)N.COC[C@H](C)N.COC[C@H](C)N.COC[C@H](C)N.COC[C@H](C)N.COC[C@H](C)N homo_ev=-8.71 gap_ev=9.1
C 4.70 2.08 6.20 -0.118
O 4.60 1.48 4.94 -0.176
C 3.56 0.57 4.80 -0.237
C 3.33 0.28 3.32 -0.401
C 3.05 1.60 2.61 -0.060
N 2.17 -0.61 3.25 0.045
H 4.86 1.37 7.03 0.090
H 3.84 2.71 6.44 0.090
H 5.61 2.68 6.18 0.089
H 3.74 -0.37 5.35 0.133
H 2.60 0.93 5.21 0.127
H 4.22 -0.18 2.90 0.141
H 3.97 2.19 2.42 0.079
H 2.52 2.33 3.24 0.081
H 2.54 1.52 1.65 0.057
H 1.44 -0.20 3.83 0.082
H 1.72 -0.63 2.34 0.033
C 0.63 -7.17 2.58 -0.102
O 0.15 -6.05 3.31 -0.179
C 0.79 -4.87 2.95 -0.228
C 0.30 -3.71 3.84 -0.407
C -0.48 -2.62 3.13 -0.080
N 1.33 -3.14 4.74 0.021
H 0.00 -7.99 2.89 0.087
H 1.65 -7.39 2.91 0.087
H 0.57 -7.04 1.50 0.083
H 1.88 -4.93 3.04 0.117
H 0.63 -4.57 1.90 0.118
H -0.35 -4.19 4.58 0.132
H -0.04 -2.29 2.19 0.063
H -0.54 -1.77 3.82 0.060
H -1.47 -3.00 2.90 0.082
H 1.91 -2.49 4.22 0.023
H 1.97 -3.85 5.08 0.063
C -3.53 -1.31 -5.04 -0.107
O -2.49 -0.58 -5.62 -0.168
C -1.48 -0.15 -4.77 -0.236
C -0.47 0.61 -5.60 -0.438
C 0.43 -0.28 -6.43 -0.057
N 0.37 1.44 -4.74 0.045
H -4.36 -1.33 -5.74 0.088
H -3.94 -0.88 -4.12 0.084
H -3.23 -2.35 -4.85 0.091
H -1.83 0.50 -3.95 0.116
H -0.94 -0.97 -4.26 0.130
H -1.05 1.19 -6.33 0.140
H 1.10 -0.85 -5.78 0.073
H 1.03 0.32 -7.11 0.076
H -0.09 -1.03 -7.03 0.082
H 1.00 2.07 -5.23 0.072
H -0.30 2.09 -4.30 0.077
C -0.52 3.98 -0.48 -0.103
O -1.45 4.72 0.27 -0.199
C -0.86 5.63 1.15 -0.239
C -1.86 6.00 2.22 -0.417
C -2.22 4.78 3.09 -0.065
N -3.07 6.57 1.55 0.039
H -1.01 3.32 -1.20 0.076
H 0.03 3.26 0.14 0.071
H 0.16 4.69 -0.96 0.096
H 0.10 5.32 1.60 0.128
H -0.58 6.55 0.61 0.131
H -1.47 6.78 2.88 0.132
H -1.32 4.34 3.51 0.075
H -2.77 4.04 2.50 0.066
H -2.90 5.10 3.88 0.072
H -3.27 5.82 0.89 0.052
H -3.86 6.51 2.19 0.063
C 4.49 -4.63 -0.14 -0.094
O 4.22 -4.76 -1.52 -0.173
C 3.03 -4.16 -1.92 -0.250
C 2.53 -4.84 -3.20 -0.440
C 1.26 -4.16 -3.70 -0.072
N 2.28 -6.27 -3.04 0.041
H 4.70 -3.58 0.09 0.083
H 5.30 -5.29 0.13 0.087
H 3.60 -4.92 0.43 0.080
H 2.19 -4.30 -1.21 0.128
H 3.14 -3.09 -2.14 0.111
H 3.28 -4.74 -3.98 0.140
H 1.04 -4.48 -4.72 0.077
H 1.44 -3.08 -3.68 0.054
H 0.39 -4.35 -3.08 0.079
H 3.15 -6.77 -2.85 0.066
H 1.68 -6.42 -2.23 0.068
C -3.26 -1.54 4.65 -0.114
O -3.55 -1.14 5.97 -0.159
C -4.05 0.16 6.00 -0.247
C -4.17 0.65 7.42 -0.445
C -5.18 -0.12 8.24 -0.065
N -4.44 2.09 7.52 0.028
H -2.55 -0.90 4.14 0.065
H -4.16 -1.50 4.02 0.094
H -2.92 -2.57 4.70 0.085
H -3.46 0.89 5.42 0.123
H -5.05 0.23 5.54 0.134
H -3.18 0.55 7.91 0.136
H -4.91 -0.18 9.29 0.078
H -5.24 -1.16 7.89 0.078
H -6.21 0.22 8.10 0.082
H -4.89 2.33 8.39 0.060
H -3.71 2.71 7.22 0.062
C 4.63 -1.83 -7.44 -0.100
O 4.67 -0.47 -7.05 -0.203
C 5.52 -0.24 -5.96 -0.231
C 5.38 1.21 -5.50 -0.422
C 3.96 1.56 -5.13 -0.073
N 5.80 2.13 -6.59 0.031
H 4.05 -2.39 -6.69 0.087
H 5.64 -2.23 -7.58 0.088
H 4.12 -1.89 -8.40 0.087
H 5.22 -0.89 -5.11 0.128
H 6.56 -0.49 -6.22 0.123
H 6.07 1.33 -4.67 0.135
H 3.27 1.51 -5.96 0.066
H 3.97 2.54 -4.65 0.083
H 3.60 0.96 -4.29 0.056
H 6.61 1.73 -7.07 0.066
H 5.11 2.05 -7.33 0.064
C -6.42 5.10 -2.37 -0.120
O -5.92 3.79 -2.30 -0.198
C -6.10 3.21 -1.03 -0.216
C -5.25 1.93 -0.95 -0.424
C -5.19 1.38 0.45 -0.070
N -3.87 2.20 -1.44 0.052
H -7.51 5.10 -2.27 0.090
H -6.19 5.55 -3.34 0.087
H -6.00 5.77 -1.61 0.088
H -5.77 3.95 -0.29 0.124
H -7.16 2.99 -0.86 0.132
H -5.73 1.26 -1.67 0.140
H -4.69 2.01 1.18 0.075
H -4.62 0.44 0.40 0.069
H -6.18 1.18 0.86 0.080
H -3.73 3.19 -1.23 0.066
H -3.91 2.26 -2.45 0.066
C -1.28 0.35 0.84 -0.100
O -0.29 -0.45 0.25 -0.202
C 0.24 0.03 -0.97 -0.202
C 1.36 -0.89 -1.43 -0.413
C 2.44 -0.84 -0.35 -0.040
N 1.94 -0.44 -2.71 0.054
H -1.71 -0.13 1.73 0.074
H -2.13 0.50 0.17 0.070
H -0.89 1.32 1.18 0.083
H -0.57 0.20 -1.69 0.121
H 0.71 1.02 -0.79 0.124
H 0.99 -1.90 -1.58 0.124
H 3.03 -1.75 -0.39 0.058
H 1.96 -0.80 0.61 0.038
H 3.14 0.00 -0.45 0.090
H 1.19 -0.04 -3.28 0.021
H 2.39 0.45 -2.46 0.056


Which of them is least stable? Easy: version one.